(1)
C18H30BBrFN4O6S | ωB97M-V with the def2-TZVPD basis set

The geometry in XYZ format:
```
62
Properties=species:S:1:pos:R:3:forces:R:3
C 1.9531 -3.6995 1.9827 0.400 1.350 0.081
C 1.3387 -2.2158 1.9608 0.163 -2.011 -0.475
Br 0.7255 -1.8828 3.8326 0.165 0.467 -1.017
C 0.1516 -2.2335 0.9294 -0.056 0.285 0.707
C -0.2464 -0.8055 0.3498 1.665 0.786 -1.490
S -2.0549 -0.9070 0.0597 -4.506 -2.406 1.735
O -2.7580 -0.7124 1.3114 1.628 1.463 -1.009
O -2.4398 -2.1962 -0.4927 2.024 2.006 -0.766
F -2.5821 0.2231 -0.9955 1.644 -1.060 1.304
C 0.3295 0.3323 1.2632 -1.397 -0.809 -0.901
N 1.2620 1.0452 0.7035 -0.969 -0.468 1.782
C 1.8361 2.0879 1.5710 0.437 2.650 2.000
C 0.9112 2.8808 2.4130 2.341 0.351 0.349
C 1.5135 3.8749 3.2984 1.111 -1.869 -1.715
C 2.9717 3.9974 3.2682 -1.051 0.464 0.367
N 3.8429 3.3031 2.4932 -2.739 -0.512 0.131
C 3.2582 2.3728 1.6972 -1.022 -1.007 -1.095
C 1.5512 0.6508 -0.7042 -0.333 0.376 -1.225
B 3.0245 0.1402 -1.1145 1.632 0.207 -0.356
O 3.9818 -0.4197 -0.2632 -1.517 0.396 -0.216
O 3.3859 0.3135 -2.4608 -1.114 -1.218 1.403
C 0.4554 -0.4617 -1.0200 1.663 0.170 -0.944
H 1.1870 -4.4837 1.7745 0.604 0.679 0.323
H 2.7530 -3.6989 1.1872 -0.796 -0.360 0.800
H 2.4159 -3.8120 3.0005 -0.335 -0.322 -1.225
H 2.1930 -1.5502 1.6738 -1.018 -0.203 0.588
H -0.7470 -2.6456 1.4680 0.988 0.103 -0.662
H 0.4717 -2.8982 0.0805 -0.622 0.708 0.747
H -0.0634 0.4450 2.2985 0.746 0.100 -0.845
H -0.1919 2.7304 2.4169 0.999 0.151 -0.222
H 0.9171 4.5115 3.9917 0.531 -0.711 -0.760
H 3.4194 4.7550 3.9636 -0.333 -0.822 -0.828
H 3.9481 1.7564 1.0610 -0.571 0.811 0.677
H 1.3604 1.5039 -1.4057 0.197 -0.285 1.157
H 3.6796 -0.4771 0.6587 0.320 -0.082 -0.385
H 3.7953 -0.5041 -2.8040 0.279 0.743 0.093
H -0.1724 -0.0961 -1.8745 0.078 -0.259 1.223
H 1.0650 -1.2749 -1.4993 -1.103 0.038 0.816
C 0.9448 5.1999 -2.4707 0.036 -0.146 -0.055
C 1.0164 4.6785 -1.0612 -0.009 0.106 0.185
O 1.3002 3.5043 -0.8113 -0.118 0.082 -0.124
N 0.7585 5.5414 -0.0538 0.083 -0.367 -0.462
C 0.4101 6.9475 -0.1446 0.012 -0.093 0.462
H 1.1756 4.3949 -3.1656 0.006 0.006 0.133
H -0.0609 5.5651 -2.6852 0.098 0.136 -0.035
H 1.6736 5.9993 -2.6127 -0.142 0.068 -0.050
H 0.8259 5.1225 0.8626 0.022 0.117 -0.021
H 1.1592 7.5260 0.3983 -0.096 0.168 -0.117
H -0.5626 7.0951 0.3275 0.015 0.199 -0.112
H 0.3660 7.2926 -1.1735 0.028 -0.113 0.057
C -4.3398 -6.8621 -2.9033 0.043 -0.044 -0.073
C -5.3541 -6.6637 -1.8056 -0.380 -0.243 0.247
O -6.1081 -7.5547 -1.4509 0.139 0.051 -0.092
N -5.4105 -5.4417 -1.2065 0.191 -0.224 -0.290
C -4.6065 -4.2684 -1.4851 -0.450 -0.051 0.453
H -4.4139 -7.8794 -3.2815 -0.099 0.060 0.124
H -4.5356 -6.1713 -3.7256 0.166 0.029 0.025
H -3.3308 -6.7089 -2.5154 0.008 0.104 -0.135
H -6.1113 -5.3821 -0.4828 0.045 0.012 -0.056
H -4.0784 -3.9874 -0.5734 0.115 0.161 -0.179
H -5.2741 -3.4539 -1.7747 0.236 0.154 -0.078
H -3.8858 -4.4426 -2.2796 -0.082 -0.078 0.050
```
Forces are in eV/Å.

Output
Total charge: +1
Frontier orbital gap, Eh: 0.2160
LUMO level, eV: -4.829
Spin multiplicity: 1

natural (NBO) population analysis, charges in e, atoms 1 to 2: -0.623 -0.240

(2)
C29H64O13 | ωB97M-V with the def2-TZVPD basis set

The geometry in XYZ format:
```
106
Properties=species:S:1:pos:R:3:forces:R:3
C 2.9540 -2.0801 2.6127 0.159 -0.521 0.556
C 2.2008 -3.3315 1.9372 0.709 -0.349 2.030
O 1.1897 -2.9640 0.9633 1.760 -0.066 -1.996
C 1.6593 -3.0970 -0.3705 1.021 -1.275 -2.304
O 2.1218 -4.1425 -0.8694 -1.450 2.994 2.351
C 1.6300 -1.7594 -1.2765 0.288 -0.341 1.202
C 2.7597 -0.8025 -0.6651 -0.421 0.446 0.240
C 2.9629 0.5725 -1.4638 0.198 -0.726 -0.127
C 3.6255 1.6908 -0.5326 0.551 -2.445 -2.943
O 3.9937 2.7525 -1.4838 -2.189 1.470 4.017
C 3.6039 3.9363 -0.7959 1.387 1.327 -3.324
O 3.9339 4.9908 -1.3485 -1.807 -2.746 3.119
O 2.8553 3.7054 0.3878 0.692 -0.207 -1.513
C 2.8211 2.2931 0.7038 3.062 -2.044 1.214
C 3.7956 1.9366 1.9629 -0.809 0.819 1.161
C 2.9725 1.7614 3.3361 0.369 1.864 2.149
O 3.1057 2.5491 4.3054 -0.193 -2.330 -3.298
O 1.5988 1.6918 1.1254 0.448 2.358 -2.238
C 0.4675 2.0959 0.3096 -2.029 -1.038 -1.384
C -0.6974 1.0139 0.6020 0.490 -0.213 0.029
C -1.8305 0.9793 -0.5261 0.137 -0.196 1.009
C -1.3415 1.1306 2.0670 -0.125 -0.440 0.791
C -0.8627 -0.1131 2.9864 -0.090 0.250 -0.256
C -1.0350 2.4950 2.8381 0.012 0.584 -0.837
H 2.4304 -1.0797 2.4442 0.753 -1.440 -0.054
H 2.9367 -2.2480 3.7546 0.152 0.269 -2.126
H 4.0469 -2.0875 2.2760 -1.533 0.435 0.264
H 3.0045 -4.0338 1.5199 -1.498 0.891 0.296
H 1.6583 -3.8731 2.7966 0.695 0.711 -1.534
H 1.8856 -1.9593 -2.3634 -0.554 -0.160 1.468
H 0.5790 -1.3335 -1.1825 1.430 -0.152 -0.168
H 2.4702 -0.5899 0.4136 0.398 -0.181 -1.396
H 3.7768 -1.3265 -0.6470 -1.456 0.465 -0.030
H 2.0258 0.9213 -2.0255 1.228 -0.424 1.110
H 3.7353 0.3482 -2.2904 -1.155 0.558 1.196
H 4.6588 1.2380 -0.2987 -1.745 0.737 0.516
H 4.3858 0.9784 1.8056 -0.869 1.185 -0.017
H 4.4951 2.8202 2.1177 -0.730 -1.231 -0.167
H 2.2422 0.8888 3.4999 1.034 0.927 -0.696
H 0.6719 2.0065 -0.8233 0.123 0.120 1.732
H 0.1315 3.1721 0.4740 0.630 -1.421 0.187
H -0.1601 -0.0079 0.5579 -0.721 1.511 0.082
H -2.6793 0.3194 -0.1299 1.192 0.958 -0.676
H -1.4295 0.5065 -1.4792 -0.529 0.939 0.985
H -2.2657 2.0227 -0.6549 0.538 -1.309 -0.209
H -2.4782 1.0143 1.9350 1.612 0.301 0.288
H 0.2664 -0.3180 2.8735 -1.670 0.403 0.087
H -1.4485 -1.0536 2.6781 1.064 1.391 0.547
H -1.0892 0.1205 4.0858 0.316 -0.452 -1.641
H 0.0767 2.5554 3.0923 -1.508 -0.111 -0.094
H -1.2432 3.4018 2.1545 0.217 -1.341 0.998
H -1.6804 2.6631 3.7688 1.003 -0.583 -1.256
C 0.5845 1.0633 -6.0179 -0.114 0.118 0.036
C 1.7863 0.5685 -5.2380 -0.116 0.046 -0.357
O 1.4714 -0.6496 -4.5688 0.098 -0.228 0.294
H -0.2666 1.2241 -5.3505 0.086 0.051 -0.006
H 0.8114 2.0002 -6.5319 -0.041 -0.060 -0.019
H 0.2729 0.3219 -6.7594 0.108 0.066 -0.051
H 2.0809 1.3024 -4.4841 -0.055 -0.181 0.098
H 2.6365 0.3948 -5.9001 -0.085 0.249 0.016
H 1.2209 -1.2952 -5.2429 0.083 0.136 0.088
C -5.5887 -1.5242 4.8226 -0.165 0.027 -0.019
C -4.4195 -1.6703 3.8686 -0.022 -0.063 0.376
O -3.2729 -1.0057 4.3878 -0.099 0.007 0.044
H -5.8219 -0.4688 4.9843 0.013 -0.067 -0.098
H -6.4773 -2.0258 4.4315 0.013 0.008 0.082
H -5.3462 -1.9509 5.8003 -0.048 -0.088 -0.069
H -4.6578 -1.2238 2.9006 0.205 0.060 0.065
H -4.1734 -2.7256 3.7112 -0.156 -0.041 -0.119
H -3.0616 -1.4106 5.2389 -0.046 0.100 -0.156
C -6.8740 0.5872 -1.1616 -0.014 -0.130 -0.116
C -6.0377 -0.2156 -0.1855 -0.283 0.326 0.035
O -5.0741 0.6239 0.4417 0.204 -0.067 0.184
H -6.2401 1.0455 -1.9218 -0.097 -0.093 0.104
H -7.6146 -0.0471 -1.6551 -0.014 0.058 0.026
H -7.3940 1.4006 -0.6482 -0.031 -0.073 -0.041
H -5.5028 -1.0131 -0.7057 0.120 0.103 0.147
H -6.6665 -0.6690 0.5880 -0.058 -0.162 -0.098
H -5.5536 1.3213 0.9071 0.120 -0.097 -0.121
C -3.9888 3.9498 -3.3532 0.172 -0.022 0.027
C -5.1497 3.0095 -3.6094 -0.011 0.448 0.007
O -6.2303 3.3098 -2.7327 -0.156 -0.024 0.047
H -3.6507 3.8678 -2.3171 -0.016 -0.089 -0.088
H -3.1502 3.7251 -4.0167 -0.016 0.073 0.032
H -4.2912 4.9895 -3.5090 0.033 -0.051 -0.111
H -4.8493 1.9747 -3.4319 -0.154 0.060 0.069
H -5.5009 3.0947 -4.6428 0.151 -0.113 -0.074
H -6.4968 4.2226 -2.9012 0.042 -0.183 0.046
C 2.1966 -3.1139 7.5765 0.115 -0.045 0.105
C 2.0618 -2.0705 6.4853 -0.267 -0.243 0.183
O 1.7505 -2.6936 5.2427 -0.261 -0.114 0.199
H 2.9793 -3.8338 7.3241 -0.003 0.119 0.016
H 2.4413 -2.6483 8.5340 -0.043 -0.066 -0.018
H 1.2669 -3.6795 7.6882 -0.007 0.104 0.068
H 2.9985 -1.5229 6.3622 -0.099 -0.048 -0.177
H 1.2715 -1.3528 6.7264 0.123 0.100 0.102
H 0.9167 -3.1684 5.3552 0.150 0.095 -0.054
C 4.2811 -3.6079 -7.1814 -0.017 -0.122 -0.073
C 4.6112 -2.1389 -7.3581 -0.023 -0.222 0.295
O 3.7049 -1.3362 -6.6090 0.016 0.001 -0.072
H 3.2583 -3.8129 -7.5075 0.097 0.044 -0.060
H 4.9668 -4.2343 -7.7567 -0.041 -0.019 0.069
H 4.3436 -3.8945 -6.1276 0.111 -0.008 -0.054
H 4.5268 -1.8517 -8.4080 -0.079 0.128 0.145
H 5.6308 -1.9244 -7.0227 0.072 -0.072 -0.156
H 3.7910 -1.5885 -5.6795 -0.082 0.089 -0.132
```
Forces are in eV/Å.

Output
SMILES: CCOC(=O)CCC[C@H]1OC(=O)O[C@@]1(CC=O)OC[C@H](C)C(C)C.CCO.CCO.CCO.CCO.CCO.CCO
Relative energy (zero: lowest compared OMol25 entry of this formula, charge and spin), kcal/mol: 134.2
Frontier orbital gap, Eh: 0.3703
LUMO level, eV: 0.371
Spin multiplicity: 1

Mulliken population analysis, charges in e, atoms 1 to 2: -0.241 -0.334

Question: frontier orbital gap of number 1 (C18H30BBrFN4O6S)?
Answer: 0.2160 Eh